1.
85
Properties=species:S:1:pos:R:3 method="wB97M-V/def2-TZVPD" smiles="CN(C)B(O)c1c(COO)ccc2c1C(=O)c1ccccc1C2=O.CCOC(=O)OC.CCOC(=O)OC.CCOC(=O)OC" homo_energy_ev=-9.419 lumo_energy_ev=-0.6
C -4.69799 -0.77311 -0.77080
N -4.57171 -2.01232 0.00680
C -4.98007 -1.82348 1.40552
B -3.32171 -2.71540 -0.16525
O -2.42733 -2.99624 0.83403
C -2.97000 -3.31113 -1.59520
C -3.66999 -4.45118 -2.02703
C -4.71300 -5.06599 -1.12001
O -4.15497 -5.56817 0.09937
O -2.93615 -6.22851 -0.18523
C -3.42216 -5.03444 -3.26539
C -2.45679 -4.50843 -4.11323
C -1.74874 -3.39448 -3.69528
C -1.99774 -2.79790 -2.44993
C -1.15566 -1.61325 -2.10215
O -1.57567 -0.61962 -1.55911
C 0.26194 -1.72403 -2.54462
C 1.32221 -1.24261 -1.78878
C 2.61967 -1.42526 -2.25486
C 2.87190 -2.06891 -3.46328
C 1.80602 -2.51533 -4.23732
C 0.50702 -2.34428 -3.77209
C -0.67235 -2.81420 -4.54336
O -0.74933 -2.71816 -5.73813
H -4.17113 0.07237 -0.32660
H -5.75640 -0.51234 -0.82738
H -4.36738 -0.94197 -1.79043
H -4.20346 -1.41036 2.05516
H -5.80031 -1.10696 1.42283
H -5.38023 -2.75486 1.79555
H -2.45208 -2.35370 1.55008
H -5.15439 -5.90754 -1.65697
H -5.45622 -4.32941 -0.83687
H -2.27444 -5.63975 0.20535
H -3.98482 -5.90119 -3.58105
H -2.23571 -4.95136 -5.07195
H 1.14064 -0.73940 -0.85125
H 3.45737 -1.07186 -1.67124
H 3.87329 -2.24208 -3.82672
H 1.93420 -2.99540 -5.19659
C 0.46299 3.75783 4.54581
C -0.51327 2.70999 5.03283
O -1.32183 2.20727 3.95708
C -0.74424 1.28528 3.18983
O 0.36039 0.82878 3.33188
O -1.60759 0.94641 2.22995
C -1.10005 -0.00862 1.29092
H -0.06090 4.54765 4.00503
H 0.99577 4.20334 5.38567
H 1.19517 3.32504 3.86467
H -1.21374 3.14695 5.74234
H -0.00404 1.88876 5.53610
H -0.70117 -0.88341 1.80456
H -0.32826 0.44429 0.67393
H -1.92800 -0.29787 0.65888
C 8.16609 -2.20689 1.01242
C 7.09650 -3.14304 0.49315
O 6.65384 -2.76098 -0.81855
C 7.44567 -3.13996 -1.82056
O 8.46290 -3.77458 -1.72555
O 6.91194 -2.68891 -2.95800
C 7.68751 -2.97256 -4.12534
H 7.82121 -1.17309 0.96889
H 8.41592 -2.45189 2.04452
H 9.07240 -2.27891 0.41190
H 6.21082 -3.09214 1.12387
H 7.43855 -4.17726 0.48542
H 7.92528 -4.03190 -4.18831
H 8.60181 -2.38147 -4.12318
H 7.07763 -2.68835 -4.97833
C -0.64126 10.64072 2.29226
C -1.48715 9.97224 3.35440
O -2.44972 9.07896 2.77596
C -1.97886 7.88340 2.42491
O -0.84801 7.49478 2.56684
O -2.97804 7.18790 1.88251
C -2.60658 5.88976 1.41005
H -1.27607 11.12778 1.55114
H 0.01253 11.38780 2.74215
H -0.02307 9.91111 1.77011
H -2.07017 10.71509 3.89587
H -0.87211 9.44072 4.07980
H -2.10548 5.31812 2.18820
H -1.96360 5.97702 0.53561
H -3.52807 5.38708 1.13177

---

2.
88
Properties=species:S:1:pos:R:3 method="wB97M-V/def2-TZVPD" homo_energy_ev=-10.701 total_charge=+1 lumo_energy_ev=-4.1 e_above_lowest_kcal_mol=37.2
C 4.76588 1.09240 -0.72396
C 3.73811 0.18427 -1.51471
C 3.69893 -1.27683 -0.88874
Cl 4.35579 -2.45563 -2.13999
C 2.23374 -1.61650 -0.49736
C 1.62887 -1.16083 0.76984
C 0.24170 -1.58487 1.03239
N -0.37150 -2.34319 0.09418
C -1.77450 -2.76767 0.44790
C -2.86669 -1.72719 -0.01263
C -4.04281 -2.51671 -0.73560
C -3.71595 -2.70441 -2.27396
C -5.45881 -1.89754 -0.41582
C -5.95721 -0.80281 -1.42600
C -4.89956 0.28576 -1.77908
C -4.44173 1.25795 -0.95719
C -4.92436 1.52751 0.50237
C -3.34254 2.24744 -1.53151
N 0.06601 -2.75727 -1.06212
C 1.32383 -2.42130 -1.36978
H 4.19298 1.69172 0.03254
H 5.56318 0.47894 -0.22771
H 5.22266 1.80794 -1.47900
H 3.95590 0.07326 -2.60166
H 2.71783 0.63402 -1.38113
H 4.37160 -1.40586 -0.00012
H 2.19659 -0.52823 1.49038
H -0.26860 -1.30477 1.97763
H -1.80677 -2.96848 1.54917
H -1.93434 -3.74744 -0.06247
H -2.47411 -0.87827 -0.62356
H -3.31554 -1.27630 0.91795
H -4.04419 -3.55404 -0.28659
H -3.37192 -3.75991 -2.46861
H -2.81946 -2.06424 -2.51530
H -4.56979 -2.51304 -2.96356
H -5.41103 -1.47789 0.63041
H -6.18556 -2.75501 -0.34031
H -6.31917 -1.29790 -2.36116
H -6.83793 -0.29174 -0.94199
H -4.49400 0.26644 -2.82700
H -4.22127 0.99317 1.19282
H -5.99448 1.23841 0.64588
H -4.86397 2.63592 0.67729
H -2.62045 1.63298 -2.14108
H -3.87225 2.89436 -2.28530
H -2.84400 2.83178 -0.72501
H 1.76245 -2.77802 -2.33101
C 8.29857 4.15238 -2.66631
C 7.85116 5.47761 -3.20797
O 6.54308 5.20308 -3.67778
C 6.07017 4.19523 -2.89452
O 4.92190 3.88761 -2.82123
O 7.07096 3.58805 -2.20078
F 8.61639 5.86214 -4.25444
H 8.72665 3.50691 -3.43523
H 9.01697 4.25367 -1.85568
H 7.81340 6.27940 -2.46628
C 11.08609 1.29109 0.32932
C 12.40378 1.99412 0.47920
O 12.71068 2.37917 -0.84766
C 11.51262 2.55215 -1.47243
O 11.37160 3.12549 -2.50357
O 10.49325 1.99146 -0.76244
F 13.36276 1.14710 0.91893
H 11.20115 0.23738 0.06565
H 10.46928 1.36391 1.22414
H 12.37279 2.87901 1.11976
C -2.42428 -0.87606 5.35247
C -3.71832 -0.13556 5.17498
O -3.32539 1.02216 4.45565
C -2.23897 0.65619 3.72601
O -1.80228 1.27677 2.80953
O -1.71046 -0.52014 4.16706
F -4.22971 0.24547 6.36581
H -1.86403 -0.54094 6.22786
H -2.56550 -1.95397 5.41858
H -4.47630 -0.68055 4.60617
C -9.89099 -2.78249 0.73660
C -10.35356 -2.60738 2.15313
O -9.20734 -2.95989 2.90662
C -8.13747 -2.65044 2.12349
O -7.01949 -2.55988 2.52214
O -8.50611 -2.44973 0.82796
F -11.35208 -3.46940 2.45195
H -9.99468 -3.81130 0.38483
H -10.40880 -2.12120 0.04325
H -10.65905 -1.58903 2.40553

---

3.
83
Properties=species:S:1:pos:R:3 method="wB97M-V/def2-TZVPD" multiplicity=3 s2=2.008 homo_energy_ev="-4.569 / -4.845" total_charge=-1 lumo_energy_ev="2.6 / 1.5" e_above_lowest_kcal_mol=13.9
Pd 0.90539 -0.19229 -0.76733
C 2.84676 -4.03798 -4.57311
C 2.91488 -3.35342 -3.24096
C 2.86890 -4.10156 -2.07069
C 2.94332 -3.48021 -0.83277
C 3.05554 -2.10366 -0.76729
C 3.09805 -1.32893 -1.92846
C 3.03893 -1.96816 -3.16243
S 3.39384 -1.30740 0.81494
O 4.53191 -0.44742 0.56423
O 3.60964 -2.35271 1.79196
N 2.04216 -0.45666 1.07768
C 1.59698 -0.10271 2.30049
C 2.35468 -0.16133 3.46988
C 1.83566 0.28610 4.68246
C 0.57030 0.81786 4.78377
C -0.24883 0.88184 3.64115
C -1.55990 1.40612 3.63549
C -2.29014 1.40838 2.47778
C -1.72501 0.84483 1.32387
N -0.50989 0.36037 1.29059
C 0.24794 0.39097 2.40059
H 3.32453 -5.01586 -4.52836
H 3.33750 -3.43873 -5.33677
H 1.80744 -4.17701 -4.86734
H 2.79065 -5.17902 -2.12811
H 2.95135 -4.04589 0.08816
H 3.35131 -0.26827 -1.85294
H 3.10083 -1.38944 -4.07343
H 3.35735 -0.55474 3.40927
H 2.45856 0.22451 5.56594
H 0.20308 1.19544 5.72884
H -1.97372 1.81444 4.54914
H -3.28851 1.82422 2.44102
H -2.28357 0.79306 0.40008
C 3.84366 2.62376 -2.65060
C 3.50077 4.10575 -2.78186
C 4.22809 4.92802 -1.71399
C 3.85497 4.62322 -4.18059
O 2.11600 4.33138 -2.59006
Si 0.81947 3.40769 -2.92778
S 0.28362 2.06816 -1.39999
O -0.48979 4.36413 -2.94301
C -0.70978 5.70678 -3.30906
C 0.02471 6.63972 -2.34388
C -0.22673 5.95677 -4.73955
C -2.22232 5.93893 -3.21811
O 1.18222 2.79827 -4.39819
C 0.58877 1.90202 -5.31272
C 1.14172 0.49644 -5.05327
C 0.99830 2.42073 -6.70072
C -0.93108 1.88077 -5.18033
H 4.91758 2.46541 -2.71138
H 3.35282 2.07042 -3.44457
H 3.48349 2.24519 -1.69550
H 5.30493 4.86186 -1.84469
H 3.96486 4.56283 -0.72540
H 3.92912 5.97151 -1.78673
H 4.90206 4.45251 -4.41788
H 3.65241 5.69143 -4.23381
H 3.22650 4.11299 -4.90447
H 1.08130 6.39562 -2.35751
H -0.34794 6.49150 -1.33345
H -0.11849 7.67815 -2.63724
H 0.83660 5.74856 -4.79730
H -0.41007 6.98939 -5.02800
H -0.75369 5.29741 -5.42568
H -2.56258 5.73424 -2.20781
H -2.74234 5.26071 -3.88834
H -2.47103 6.96419 -3.48302
H 2.22237 0.48989 -5.18640
H 0.68486 -0.22088 -5.73213
H 0.91349 0.20216 -4.02398
H 2.08463 2.45666 -6.77290
H 0.61573 3.43190 -6.83767
H 0.60324 1.78568 -7.49078
H -1.19953 1.48926 -4.20197
H -1.36310 1.25575 -5.96075
H -1.32262 2.89180 -5.26845
F 0.10857 -2.57960 -2.38421
C -0.39194 -1.44544 -1.78070
F -1.38561 -1.04828 -2.63409
F -1.08236 -1.95388 -0.68967